Entry i
Molecular formula: C3H8N2S3
Method: DFT, ωB97M-V/def2-TZVPD

The value obtained for the LUMO energy is -0.92 eV. The calculation puts the frontier orbital gap at 0.2412 Ha.

```
16
C3H8N2S3 (ωB97M-V/def2-TZVPD)
C -0.087 0.631 1.865
C 0.338 -0.071 -1.086
C -1.401 -1.436 -2.282
N 0.345 1.462 0.694
N 1.096 0.837 -0.337
S -0.712 -1.023 1.507
S 1.549 0.698 2.933
S -1.092 0.402 -1.886
H -0.900 1.279 2.292
H 0.933 -0.901 -1.617
H -2.375 -1.665 -2.201
H -0.814 -1.893 -1.491
H -1.050 -1.529 -3.290
H 0.851 2.276 0.993
H 2.104 0.617 -0.169
H 1.216 0.318 4.077
```

=====

Entry ii
Molecular formula: C3H8N2S3
Method: DFT, ωB97M-V/def2-TZVPD

The value obtained for the LUMO energy is 0.65 eV. The calculation puts the frontier orbital gap at 0.3370 Ha. Its structure (SMILES) is CS/C=N\NC(S)S.

```
16
C3H8N2S3 (ωB97M-V/def2-TZVPD)
C -3.289 -1.024 0.390
S -1.505 -1.265 0.587
C -0.865 0.355 0.283
N 0.350 0.681 0.159
N 1.408 -0.170 0.388
C 2.642 0.349 -0.239
S 2.800 0.136 -2.055
S 3.092 1.995 0.383
H -3.408 -0.464 -0.644
H -3.737 -0.660 1.234
H -3.775 -2.028 0.485
H -1.704 1.003 0.075
H 1.169 -1.165 0.223
H 3.355 -0.266 0.118
H 1.503 0.415 -2.519
H 1.964 2.109 1.132
```

=====

Question: which arrangement is favored energetically? Ranking from most to least stable: entry ii, entry i.

=====

Entry i
Molecular formula: C4H11NO2
Method: DFT, ωB97M-V/def2-TZVPD

The net charge is +1. The value obtained for the LUMO energy (spin up / spin down) is -3.21 / -8.94 eV. The calculation puts the frontier orbital gap (spin up / spin down) at 0.4298 / 0.2097 Ha. Its spin multiplicity is 2.

```
18
C4H11NO2 (ωB97M-V/def2-TZVPD)
C -1.144 0.286 -0.343
C -0.409 1.187 0.587
C 0.199 0.710 2.118
O 0.741 -0.608 1.975
N -0.584 -0.943 -0.855
C 0.727 -0.720 -1.514
O 1.072 -1.946 -2.271
H -1.489 1.134 -1.088
H -1.970 -0.034 0.212
H 0.398 1.739 0.100
H -1.071 1.994 0.970
H -0.534 0.693 2.891
H 1.026 1.386 2.350
H 0.341 -1.177 1.304
H -1.319 -1.364 -1.479
H 1.338 -0.558 -0.642
H 0.674 0.232 -2.162
H 2.002 -2.012 -2.153
```

=====

Entry ii
Molecular formula: C4H11NO2
Method: DFT, ωB97M-V/def2-TZVPD

The net charge is +1. The value obtained for the LUMO energy (spin up / spin down) is -3.77 / -8.87 eV. The calculation puts the frontier orbital gap (spin up / spin down) at 0.4091 / 0.2210 Ha. Its spin multiplicity is 2.

```
18
C4H11NO2 (ωB97M-V/def2-TZVPD)
C 1.405 0.275 0.343
N 0.106 0.955 0.414
C -0.202 1.414 1.766
C -0.964 0.160 -0.113
C -0.835 -0.116 -1.616
O -1.645 -0.752 -2.193
H 1.436 -0.744 0.724
H 1.717 0.135 -0.646
H 2.146 0.846 0.909
H 0.716 2.045 1.996
H -0.269 0.642 2.552
H -1.072 2.125 1.971
H -1.937 0.775 -0.226
H -1.278 -0.716 0.418
H 0.008 0.484 -2.170
H -0.484 -2.886 -1.386
H 0.664 -1.827 -1.425
O 0.487 -2.814 -1.318
```

=====

Entry iii
Molecular formula: C4H11NO2
Method: DFT, ωB97M-V/def2-TZVPD

The net charge is +1. The value obtained for the LUMO energy (spin up / spin down) is -3.17 / -9.54 eV. The calculation puts the frontier orbital gap (spin up / spin down) at 0.4464 / 0.1870 Ha. Its spin multiplicity is 2.

```
18
C4H11NO2 (ωB97M-V/def2-TZVPD)
C -1.765 -0.542 -0.313
O -2.414 -1.641 0.385
C -0.264 -0.392 0.253
C 0.643 0.154 -0.815
C 2.133 0.402 -0.616
O 2.502 1.131 0.595
N -0.090 0.471 1.496
H -1.510 -0.645 -1.416
H -2.305 0.356 -0.137
H -3.315 -1.700 0.009
H 0.118 -1.416 0.418
H 0.292 1.203 -1.062
H 0.506 -0.269 -1.883
H 2.299 1.038 -1.495
H 2.612 -0.584 -0.356
H -0.665 -0.077 2.227
H 1.821 1.056 1.258
H -0.598 1.455 1.451
```

=====

Question: which arrangement is favored energetically? Ranking from most to least stable: entry ii, entry i, entry iii.

=====

Entry i
Molecular formula: C3HO4
Method: DFT, ωB97M-V/def2-TZVPD

The net charge is -1. The value obtained for the LUMO energy (spin up / spin down) is 3.06 / 3.87 eV. The calculation puts the frontier orbital gap (spin up / spin down) at 0.1855 / 0.3200 Ha.

```
8
C3HO4 (ωB97M-V/def2-TZVPD)
C 1.643 0.211 -0.825
C -2.444 0.605 0.759
C 0.689 -0.823 -0.261
O 1.926 0.548 -1.967
O 1.927 0.746 0.284
O -1.334 0.595 0.238
O 0.578 -1.624 0.605
H -2.986 -0.258 1.169
```

=====

Entry ii
Molecular formula: C3HO4
Method: DFT, ωB97M-V/def2-TZVPD

The net charge is -1. The value obtained for the LUMO energy is 4.06 eV. The calculation puts the frontier orbital gap at 0.3077 Ha. Its structure (SMILES) is O=C=C=C([O-])OO.

```
8
C3HO4 (ωB97M-V/def2-TZVPD)
O -2.145 -1.848 -0.720
C -1.370 -0.988 -0.536
C -0.392 -0.231 -0.378
C 0.471 0.861 -0.457
O 0.563 1.776 -1.259
O 1.373 0.941 0.657
O 1.225 -0.121 1.526
H 0.275 -0.390 1.167
```

=====

Question: which arrangement is favored energetically? Ranking from most to least stable: entry ii, entry i.

=====

Entry i
Molecular formula: C5H12N2
Method: DFT, ωB97M-V/def2-TZVPD

The value obtained for the LUMO energy is 0.93 eV. The calculation puts the frontier orbital gap at 0.3468 Ha. Its structure (SMILES) is C=C(N)C[C@H](C)N.

```
19
C5H12N2 (ωB97M-V/def2-TZVPD)
C -2.005 1.435 -0.541
C -1.367 0.282 -0.124
N -1.736 -0.760 0.787
C -0.100 -0.048 -0.891
C 0.948 -0.547 0.150
C 1.224 0.656 1.030
N 2.210 -0.982 -0.428
H -3.050 1.858 -0.333
H -1.309 2.109 -1.080
H -2.767 -0.581 1.043
H -1.701 -1.689 0.372
H -0.327 -0.837 -1.616
H 0.559 0.680 -1.440
H 0.561 -1.461 0.681
H 2.086 0.431 1.691
H 0.356 1.152 1.484
H 1.650 1.292 0.331
H 2.128 -1.379 -1.359
H 2.639 -1.614 0.244
```

=====

Entry ii
Molecular formula: C5H12N2
Method: DFT, ωB97M-V/def2-TZVPD

The value obtained for the LUMO energy is 1.09 eV. The calculation puts the frontier orbital gap at 0.3419 Ha. Its structure (SMILES) is CN/C=C/CCN.

```
19
C5H12N2 (ωB97M-V/def2-TZVPD)
C 0.058 0.342 -2.984
N 1.108 0.485 -1.903
C 0.535 0.856 -0.693
C 0.744 0.532 0.594
C -0.232 0.650 1.788
C -0.299 -0.740 2.295
N -1.216 -1.585 1.307
H 0.588 0.350 -3.925
H -0.357 -0.674 -2.776
H -0.751 1.049 -2.861
H 1.951 0.970 -2.019
H -0.432 1.395 -0.730
H 1.528 -0.167 0.762
H -1.261 0.806 1.304
H 0.152 1.473 2.364
H 0.703 -1.246 2.571
H -0.862 -0.664 3.314
H -0.899 -2.563 1.301
H -1.058 -1.269 0.291
```

=====

Entry iii
Molecular formula: C5H12N2
Method: DFT, ωB97M-V/def2-TZVPD

The value obtained for the LUMO energy is 1.06 eV. The calculation puts the frontier orbital gap at 0.3622 Ha. Its structure (SMILES) is CC[C@]1(C)NN1C.

```
19
C5H12N2 (ωB97M-V/def2-TZVPD)
C -1.558 0.871 1.605
C -0.801 -0.279 1.023
C 0.098 0.117 -0.178
C 1.575 0.319 0.210
N -0.360 0.684 -1.312
N -0.427 -0.759 -1.353
C 0.413 -1.449 -2.272
H -1.888 1.431 0.697
H -1.048 1.313 2.413
H -2.521 0.439 1.849
H -1.562 -1.051 0.666
H -0.132 -0.608 1.720
H 2.208 0.380 -0.675
H 1.848 -0.415 1.012
H 1.418 1.369 0.563
H -1.217 1.152 -1.346
H -0.181 -1.690 -3.264
H 1.426 -1.105 -2.727
H 0.522 -2.484 -1.758
```

=====

Entry iv
Molecular formula: C5H12N2
Method: DFT, ωB97M-V/def2-TZVPD

The value obtained for the LUMO energy (spin up / spin down) is 0.75 / 0.75 eV. The calculation puts the frontier orbital gap (spin up / spin down) at 0.2446 / 0.2445 Ha.

```
19
C5H12N2 (ωB97M-V/def2-TZVPD)
C -0.105 -0.240 -0.913
C -0.984 -0.073 0.152
C -2.486 0.361 -1.290
C 1.906 0.304 1.832
C 1.056 -0.685 1.081
N 0.538 0.714 -1.606
N 1.128 -1.945 1.178
H -0.014 -1.241 -1.318
H 0.326 1.692 -1.492
H 1.121 0.458 -2.385
H 1.883 -2.264 1.812
H -1.440 -0.961 0.553
H -1.072 0.839 0.723
H -3.360 0.197 -0.663
H -2.360 1.408 -1.561
H -2.496 -0.286 -2.166
H 2.680 -0.186 2.444
H 2.398 0.987 1.132
H 1.282 0.920 2.486
```

=====

Question: which arrangement is favored energetically? Ranking from most to least stable: entry i, entry ii, entry iii, entry iv.

=====

Entry i
Molecular formula: C5H12N2
Method: DFT, ωB97M-V/def2-TZVPD

The value obtained for the LUMO energy is 1.01 eV. The calculation puts the frontier orbital gap at 0.3296 Ha. Its structure (SMILES) is C/C(=C\N)CCN.

```
19
C5H12N2 (ωB97M-V/def2-TZVPD)
C -0.803 1.546 0.411
C -0.659 0.137 -0.118
C -1.617 -0.734 0.158
N -2.747 -0.503 0.946
C 0.617 -0.266 -0.791
C 1.842 0.043 0.062
N 3.069 -0.441 -0.610
H -0.002 2.195 0.055
H -1.748 2.000 0.110
H -0.765 1.564 1.507
H -1.482 -1.781 -0.119
H -3.517 -1.111 0.695
H -3.096 0.450 0.866
H 0.597 -1.357 -0.882
H 0.645 0.147 -1.801
H 1.692 -0.529 0.974
H 1.893 1.108 0.298
H 3.869 -0.064 -0.112
H 3.110 -0.005 -1.525
```

=====

Entry ii
Molecular formula: C5H12N2
Method: DFT, ωB97M-V/def2-TZVPD

The value obtained for the LUMO energy is 1.06 eV. The calculation puts the frontier orbital gap at 0.3395 Ha. Its structure (SMILES) is NC[C@@H]1CCCN1.

```
19
C5H12N2 (ωB97M-V/def2-TZVPD)
N 2.659 -0.682 0.492
C 1.663 -0.087 -0.393
C 0.347 0.272 0.286
C -0.697 -0.980 0.561
C -2.079 -0.289 0.378
C -1.798 0.657 -0.751
N -0.483 1.288 -0.411
H 2.796 -1.678 0.308
H 3.589 -0.322 0.330
H 1.340 -0.712 -1.244
H 2.163 0.849 -0.610
H 0.474 0.607 1.367
H -0.589 -1.416 1.563
H -0.423 -1.797 -0.106
H -2.885 -0.991 0.146
H -2.356 0.124 1.360
H -2.375 1.549 -0.935
H -1.602 0.050 -1.627
H -0.123 1.813 -1.191
```

=====

Entry iii
Molecular formula: C5H12N2
Method: DFT, ωB97M-V/def2-TZVPD

The value obtained for the LUMO energy is 0.39 eV. The calculation puts the frontier orbital gap at 0.2575 Ha. Its structure (SMILES) is C/C=C\NC.C=N.

```
19
C5H12N2 (ωB97M-V/def2-TZVPD)
C 1.347 -1.331 -2.145
C 0.204 -0.369 -1.990
C -0.242 0.303 -0.912
N 0.146 0.367 0.400
C 1.340 -0.285 0.881
H 1.722 -1.299 -3.171
H 2.185 -1.112 -1.489
H 1.028 -2.363 -1.960
H -0.370 -0.213 -2.896
H -1.114 0.933 -1.082
H -0.442 1.265 1.059
H 1.351 -0.241 1.973
H 2.263 0.185 0.513
H 1.368 -1.340 0.596
C -2.209 0.693 2.126
N -1.556 1.762 1.856
H -3.279 0.659 2.306
H -1.640 -0.229 2.186
H -2.103 2.613 1.749
```

=====

Question: which arrangement is favored energetically? Ranking from most to least stable: entry i, entry ii, entry iii.

=====

Entry i
Molecular formula: C5H12N2
Method: DFT, ωB97M-V/def2-TZVPD

The value obtained for the LUMO energy is 0.54 eV. The calculation puts the frontier orbital gap at 0.3052 Ha. Its structure (SMILES) is C[C@H](N)C/C=C\N.

```
19
C5H12N2 (ωB97M-V/def2-TZVPD)
C 0.749 1.211 1.226
C 0.970 -0.250 0.956
N 2.449 -0.349 0.719
C 0.309 -0.699 -0.354
C -1.222 -0.341 -0.247
C -1.999 -0.651 -1.295
N -2.034 0.358 -2.343
H 1.511 1.548 1.948
H -0.240 1.398 1.720
H 0.846 1.835 0.312
H 0.702 -0.783 1.942
H 2.853 -1.218 0.478
H 2.852 0.028 1.630
H 0.751 -0.315 -1.307
H 0.576 -1.680 -0.255
H -1.451 -0.670 0.796
H -2.967 -1.141 -1.123
H -1.760 1.245 -1.935
H -2.895 0.474 -2.868
```

=====

Entry ii
Molecular formula: C5H12N2
Method: DFT, ωB97M-V/def2-TZVPD

The value obtained for the LUMO energy is 1.02 eV. The calculation puts the frontier orbital gap at 0.3618 Ha. Its structure (SMILES) is NC[C@H]1CCCN1.

```
19
C5H12N2 (ωB97M-V/def2-TZVPD)
N -0.344 2.496 -1.135
C -1.046 1.236 -0.949
C -0.108 0.091 -0.556
C 0.678 0.317 0.755
C 1.012 -1.128 1.200
C -0.206 -1.954 0.738
N -0.850 -1.159 -0.309
H 0.512 2.301 -1.623
H -0.111 2.932 -0.268
H -1.915 1.323 -0.291
H -1.572 0.911 -1.855
H 0.650 0.005 -1.339
H 1.503 1.007 0.574
H 0.085 0.847 1.508
H 1.358 -1.094 2.222
H 1.816 -1.392 0.500
H 0.205 -2.908 0.411
H -0.874 -2.135 1.583
H -0.794 -1.697 -1.167
```

=====

Entry iii
Molecular formula: C5H12N2
Method: DFT, ωB97M-V/def2-TZVPD

The value obtained for the LUMO energy is 0.39 eV. The calculation puts the frontier orbital gap at 0.2708 Ha. Its structure (SMILES) is CN/C=C\CCN.

```
19
C5H12N2 (ωB97M-V/def2-TZVPD)
C -1.417 0.529 -2.342
N -0.551 0.898 -1.387
C -0.867 1.184 -0.030
C -0.229 1.004 1.107
C 0.081 -0.376 1.677
C 0.736 -1.150 0.424
N 2.060 -1.711 0.898
H -2.017 1.450 -2.697
H -2.292 -0.030 -1.957
H -0.963 -0.001 -3.198
H 0.292 1.467 -1.605
H -1.755 1.789 -0.062
H 0.357 1.878 1.741
H 0.751 -0.129 2.492
H -0.628 -1.080 2.065
H 1.090 -0.550 -0.428
H -0.092 -1.860 0.118
H 2.719 -2.048 0.208
H 2.148 -2.347 1.726
```

=====

Entry iv
Molecular formula: C5H12N2
Method: DFT, ωB97M-V/def2-TZVPD

The value obtained for the LUMO energy is 0.87 eV. The calculation puts the frontier orbital gap at 0.3139 Ha.

```
19
C5H12N2 (ωB97M-V/def2-TZVPD)
C -0.093 -0.507 -1.339
C -1.312 0.342 -1.568
C 1.043 -0.282 -2.306
C -0.891 -0.467 2.039
C 1.372 0.211 1.607
N -0.340 1.441 0.607
N -0.063 0.521 1.298
H -1.449 0.725 -0.509
H -1.401 1.298 -2.161
H -2.094 -0.440 -1.868
H 0.964 -1.256 -2.751
H 1.861 -0.167 -1.678
H 0.804 0.424 -3.048
H -0.772 -0.407 3.163
H -1.877 -0.292 1.976
H -0.651 -1.358 1.567
H 1.339 0.356 2.735
H 1.438 -0.933 1.299
H 2.121 0.791 0.937
```

=====

Question: which arrangement is favored energetically? Ranking from most to least stable: entry ii, entry i, entry iii, entry iv.